Entry 1:
110
Properties=species:S:1:pos:R:3:forces:R:3 method="wB97M-V/def2-TZVPD" homo_lumo_gap_ev="4.7 / 4.7" e_homo_ev="-3.932 / -3.928" de_lowest_kcal_mol=57.5 total_charge=-1 largest_force_ev_per_a=4.81 e_lumo_ev="0.80 / 0.79"
La 11.815452 12.936525 14.813736 1.18 -1.36 -0.85
Br 14.229449 5.962777 6.167117 -0.13 -0.46 0.22
Br 19.998447 9.165197 10.144526 0.46 0.10 0.02
S 12.697132 9.045112 17.800788 -0.10 1.45 2.57
S 14.349056 12.075585 12.871069 -0.54 -0.43 0.08
S 14.292435 12.359218 9.891012 0.46 -0.95 0.46
O 12.388252 10.763073 15.374587 -0.35 1.06 0.57
N 12.175620 11.590382 11.232859 -0.05 0.67 1.21
N 10.561868 13.824915 16.717505 -0.55 0.90 2.19
N 14.672433 5.575869 10.709398 0.57 -0.79 0.28
N 10.276627 14.776508 14.118716 0.83 0.76 -1.54
N 11.364026 11.705266 12.422169 -0.46 -0.56 -3.36
N 12.108778 13.358869 18.554076 1.30 -0.15 0.08
N 8.533387 14.666573 15.711543 -0.69 -1.06 3.39
N 13.362860 13.740773 16.556633 2.41 1.54 1.43
N 15.124046 14.863790 15.283593 0.31 0.50 -0.74
N 9.516623 11.520107 14.446716 0.40 -1.04 -2.23
N 17.200652 5.805484 11.886704 -0.48 1.96 -0.66
N 12.456489 9.485667 15.186761 -0.58 -1.20 -0.64
N 13.147673 14.903664 13.933736 0.09 1.01 -0.45
N 11.561170 15.874439 12.356173 -2.26 -0.64 0.02
C 13.897858 16.330351 12.241342 0.93 -0.91 2.34
C 14.653358 14.296236 16.377514 -2.14 -0.25 -1.13
C 6.846862 11.194280 13.724239 1.98 0.67 1.75
C 14.485543 5.535951 8.017299 -0.35 -0.01 -0.45
C 7.268676 11.166960 15.074246 -1.80 -0.37 -1.03
C 14.568634 13.562125 18.569468 0.40 0.81 -0.46
C 19.239252 7.090229 12.061323 1.22 1.76 -1.28
C 13.271135 13.500351 17.897412 -1.51 -0.67 -0.25
C 15.262528 17.912879 11.052352 0.61 -1.54 1.30
C 7.412119 14.131667 18.719251 0.20 0.92 -0.93
C 9.076237 15.939146 12.545038 1.55 3.51 -2.67
C 9.257353 14.225411 16.755832 -0.38 -0.71 -0.78
C 8.301552 13.071226 20.731484 0.44 -0.04 -0.29
C 7.303266 17.243110 11.494556 1.62 -0.15 -0.28
C 8.249360 15.695361 13.589079 0.38 -1.76 0.58
C 8.597972 11.239838 15.350914 0.80 1.03 1.13
C 12.652283 8.640071 16.242819 0.73 -1.75 -1.52
C 15.119193 13.141791 19.794637 0.13 0.47 -1.64
C 7.799869 11.422017 12.747015 0.28 -1.20 0.10
C 9.169295 11.449847 13.108080 -3.44 1.23 3.12
C 15.002459 15.998967 13.085828 -0.78 0.75 -1.52
C 14.468298 15.189330 14.150436 -0.48 -1.42 1.74
C 16.698691 14.470388 17.880616 0.96 1.42 -1.66
C 16.404235 17.455554 11.780605 -1.03 -0.36 0.01
C 6.475333 16.945641 12.581638 0.03 -0.79 0.50
C 9.020057 14.908134 14.556283 0.26 1.20 -1.76
C 12.932689 7.283907 15.883796 0.60 -0.45 -0.44
C 15.376345 14.221609 17.623530 -0.26 -1.25 0.63
C 12.282696 9.018104 13.928488 1.67 -1.62 -0.58
C 18.964282 7.762144 10.813089 0.43 -1.39 1.49
C 16.257054 16.514957 12.792993 0.30 -0.61 1.01
C 6.973753 16.110676 13.627746 -2.24 1.71 -1.62
C 13.632102 4.946590 10.137037 1.61 1.32 -1.03
C 16.082158 11.948652 10.198087 -0.49 -0.42 -0.25
C 13.504636 4.856014 8.759882 -0.27 0.58 -1.18
C 9.747602 13.609311 18.916252 0.78 -0.67 -1.04
C 12.600803 7.685770 13.580950 -1.49 2.50 -0.89
C 16.942994 6.435594 10.737707 1.13 -0.22 -0.89
C 17.294732 14.002468 19.006153 -0.22 -1.04 1.03
C 7.270509 13.756917 20.034772 -0.34 -0.46 1.03
C 17.850754 7.394980 10.128112 -2.18 -0.05 0.26
C 12.744249 15.612963 12.848772 1.44 0.78 -0.49
C 10.103015 11.555726 12.090039 3.02 0.06 -1.70
C 10.929996 13.588174 18.041457 -0.38 -0.49 -0.44
C 13.463560 11.828321 11.439652 0.12 1.24 0.13
C 15.627556 6.056000 8.573596 -0.42 -0.50 2.06
C 15.725082 5.993125 9.989213 -1.30 -0.19 -0.57
C 14.020140 17.319326 11.299571 0.02 0.55 -0.76
C 18.260060 6.296882 12.553110 -0.36 -1.66 1.40
C 8.683211 16.860745 11.522766 -1.97 -1.17 0.11
C 12.873737 6.801879 14.608204 -0.08 -0.40 -0.24
C 10.408531 15.500125 12.921074 0.71 -1.04 1.32
C 16.493720 13.305884 19.928103 0.10 -0.19 1.18
C 9.562358 13.062939 20.187586 -0.32 -0.05 -0.17
C 8.711507 13.993514 18.097936 -2.13 0.86 0.89
H 16.990004 12.903557 20.822733 -0.30 0.13 -0.38
H 12.984661 5.747134 14.360992 0.47 0.17 0.29
H 16.282033 10.920746 9.900680 -0.20 -0.13 -0.30
H 9.726493 11.412997 11.025091 0.94 0.20 1.34
H 14.486919 12.620894 20.472356 -0.13 -0.32 0.68
H 5.827892 11.065109 13.551439 -1.52 0.05 -0.68
H 18.368590 14.011142 19.179374 -0.22 0.40 -0.11
H 16.731918 12.588906 9.578119 -0.46 0.04 0.51
H 12.126333 9.779616 13.183413 -0.07 0.01 0.09
H 5.443088 17.336212 12.595389 0.57 -0.51 0.04
H 18.301499 5.983823 13.610925 0.33 -0.20 -0.67
H 16.385765 6.524789 8.010112 0.60 0.32 -0.69
H 17.541923 7.980828 9.241124 0.20 -0.63 0.58
H 16.305421 11.951232 11.266728 -0.07 0.68 -0.14
H 13.126701 17.625131 10.770543 0.05 0.08 -0.17
H 8.160247 12.455560 21.630221 -0.33 0.80 -0.18
H 17.411905 17.774399 11.595781 0.14 0.49 -0.36
H 7.517564 11.434797 11.695962 0.13 0.03 0.17
H 12.583087 7.477424 12.497267 -0.05 -0.26 0.83
H 9.264466 17.163465 10.656779 0.39 -0.31 0.39
H 8.950774 11.190213 16.389704 -0.08 0.12 -0.37
H 13.415475 6.654061 16.623856 -0.71 0.12 0.32
H 6.942401 17.709056 10.550591 0.12 0.04 1.13
H 6.372611 13.983200 20.636309 0.17 -0.32 -0.85
H 20.201967 7.200274 12.611443 -1.10 0.38 -0.42
H 6.331941 15.720674 14.370382 -0.63 0.10 0.97
H 6.526603 11.152715 15.877484 0.36 -0.39 -0.26
H 12.614591 4.458260 8.220353 0.83 0.23 0.75
H 15.372824 18.651502 10.299069 0.04 0.57 -0.52
H 17.071080 16.114064 13.428623 -0.20 0.67 -0.65
H 17.228399 15.062565 17.128039 0.13 -0.41 0.19
H 6.542914 14.613915 18.212807 0.96 -0.48 0.23
H 12.864374 4.636193 10.782827 -0.86 -0.52 0.79
H 10.353895 12.532487 20.670655 0.54 -0.05 0.18

Entry 2:
104
Properties=species:S:1:pos:R:3:forces:R:3 method="wB97M-V/def2-TZVPD" homo_lumo_gap_ev="5.0 / 5.3" e_homo_ev="-5.943 / -6.755" spin_multiplicity=4 largest_force_ev_per_a=1.53 e_lumo_ev="-0.96 / -1.42"
I -0.962888 0.004492 9.520332 -0.01 0.00 0.02
I -1.837138 5.164182 -7.988536 -0.01 0.01 -0.03
I -7.297509 -6.205711 -2.034316 -0.03 -0.02 -0.01
I 9.378527 2.555380 0.075960 0.02 0.01 0.00
V 0.094340 -0.249636 -0.056198 -0.24 -0.09 0.30
N 1.111009 -1.883195 -0.844701 0.20 -0.56 0.23
N 2.400305 -3.256487 -1.931626 0.10 -0.26 -0.02
N -1.315534 -0.222251 -1.445669 -0.63 -0.06 -0.46
N 1.424071 -0.152705 1.448426 0.61 0.06 0.13
N 1.118816 1.059427 -1.139291 1.04 0.89 -0.68
N -1.029562 -1.431128 1.152228 -0.60 -0.43 0.30
C 3.221875 0.937997 0.162317 0.03 -0.06 0.11
C 2.741859 0.242264 1.264862 -0.44 0.14 -0.09
C -2.113406 4.210488 -5.133958 0.07 -0.09 0.06
C -1.449527 0.630465 -2.516472 0.08 -0.10 0.06
C -2.327303 -3.246399 1.631401 0.01 -0.14 -0.01
C 1.786303 2.618469 -2.686643 -0.08 -0.02 -0.02
C -0.427088 3.023909 -6.385601 -0.02 -0.02 0.09
C 0.613181 0.043178 5.486417 -0.01 -0.01 -0.03
C -1.602319 -2.941249 2.751478 0.00 0.12 0.11
C -2.307439 2.255644 0.778856 0.05 0.07 0.02
C -0.225565 3.431596 0.474219 -0.05 0.03 0.05
C 2.607096 -0.521251 3.376987 0.13 0.14 -0.03
C -1.414400 -1.267177 6.811062 0.01 -0.02 -0.13
C -0.642221 2.190940 2.495610 -0.02 0.06 0.01
C -0.833668 2.452484 -4.065747 0.08 -0.04 0.00
C -0.527131 1.612593 -2.870959 -0.11 -0.04 0.02
C -0.114976 -0.922509 4.766709 -0.05 -0.01 0.00
C 0.389652 0.303169 6.829678 0.01 -0.02 -0.10
C 0.195499 2.983884 1.716901 -0.07 0.03 0.06
C -0.819643 -1.777348 2.453579 -0.08 -0.09 -0.14
C -2.626999 -2.131195 -0.608320 0.02 0.04 -0.02
C 0.131716 -1.116206 3.310898 0.20 0.05 -0.16
C -1.483596 3.066305 0.009667 -0.03 0.03 0.05
C -3.730305 -3.081001 -0.941990 0.09 -0.03 0.07
C -1.995726 -2.283845 0.643355 0.21 0.31 0.19
C 1.404055 -2.972509 -0.024519 -0.08 0.28 -0.10
C 4.666449 1.324989 0.156451 -0.05 -0.06 -0.04
C -0.613742 -0.373269 7.500764 0.00 0.00 0.05
C -1.904481 1.816124 2.042125 -0.04 -0.03 0.00
C 2.201772 -3.832886 -0.690868 0.09 0.07 -0.17
C 3.485718 -0.050171 2.459936 0.00 -0.11 0.25
C 6.899006 1.029245 -0.735152 -0.11 0.01 0.04
C -5.991159 -3.875253 -0.621074 0.09 0.04 0.00
C -3.531511 -4.076961 -1.892816 -0.05 -0.03 -0.05
C 1.691880 -1.251424 -3.220343 0.02 -0.03 0.02
C -5.769088 -4.863042 -1.569469 -0.01 -0.01 -0.01
C 5.553425 0.685383 -0.705036 0.06 0.03 -0.02
C -3.155334 -0.833073 -2.694976 -0.05 0.04 -0.10
C -1.411036 3.999454 -6.310613 0.00 0.01 0.00
C -1.175597 -1.519751 5.468023 0.07 0.00 0.02
C 2.442320 1.386914 -0.919806 -0.49 -0.01 -0.08
C 0.710238 1.780922 -2.231297 0.18 -0.08 0.10
C 1.725851 -2.090604 -1.992802 -0.11 -0.04 0.06
C -2.618634 0.260680 -3.284276 -0.03 -0.02 0.01
C -2.828066 0.986158 2.898050 0.05 -0.04 -0.06
C -1.818298 3.433398 -4.019339 -0.12 0.07 -0.02
C -0.147678 2.257995 -5.261720 0.05 0.02 -0.09
C -4.544918 -4.972694 -2.212046 0.05 0.09 0.05
C 7.358941 2.029644 0.108715 0.03 0.00 -0.01
C -4.966086 -2.990231 -0.311680 -0.10 -0.02 0.03
C 6.494973 2.684603 0.972751 -0.12 -0.05 -0.01
C -2.359222 -1.136441 -1.532724 0.24 0.22 0.13
C 5.151807 2.326853 0.990015 0.04 0.04 0.05
C 1.304869 -0.582669 2.741096 -0.19 -0.17 0.06
C 2.861681 2.347995 -1.896724 0.07 0.04 0.04
H -2.240355 -1.758916 7.307928 0.02 0.00 -0.02
H 1.024084 -3.042523 0.980685 -0.03 0.03 -0.03
H 3.846575 2.790037 -1.947968 -0.08 -0.02 -0.01
H 6.858752 3.468085 1.624201 -0.01 -0.02 -0.01
H -1.550869 -3.527301 3.653156 -0.05 0.03 0.00
H 2.625118 -0.697155 -3.345767 -0.02 0.03 0.03
H 1.348089 0.649281 4.979624 0.03 0.00 0.00
H -2.570683 -4.149313 -2.389664 -0.02 -0.01 0.02
H 0.878436 -0.536465 -3.162487 -0.03 -0.02 0.01
H -4.379386 -5.744735 -2.952031 -0.01 0.02 0.03
H -2.962100 0.770763 -4.171782 0.01 -0.05 0.05
H 1.172100 3.266883 2.093368 -0.01 -0.04 -0.01
H 2.635959 -4.776112 -0.408839 0.00 0.06 -0.03
H -2.777006 -0.071051 2.620744 -0.01 0.06 -0.01
H -3.863045 1.309510 2.776515 0.02 0.01 0.02
H -0.324009 1.876147 3.483924 0.01 -0.02 -0.04
H -4.030525 -1.386388 -3.002542 0.05 0.05 0.00
H 7.579312 0.522833 -1.406692 -0.01 0.00 0.01
H 4.467586 2.836782 1.659369 0.03 -0.02 -0.02
H -6.951220 -3.791906 -0.128663 0.03 -0.01 -0.02
H -3.007623 -4.074752 1.497309 0.05 0.05 0.03
H 2.833907 -0.873097 4.370103 -0.02 0.01 -0.01
H 5.182108 -0.095046 -1.359629 0.01 0.01 0.01
H -5.129238 -2.214333 0.427732 0.01 -0.03 -0.02
H -2.881665 4.970689 -5.079804 0.03 -0.02 -0.01
H -1.868981 -2.166972 4.963259 -0.01 -0.07 -0.03
H -2.562881 1.063430 3.953573 0.01 0.00 -0.02
H 2.948494 -3.638645 -2.681027 -0.01 -0.03 -0.03
H 0.417134 4.062185 -0.128560 0.00 -0.05 -0.01
H -1.828126 3.425114 -0.952817 0.03 -0.05 0.05
H 1.729141 3.318279 -3.506809 0.02 -0.05 0.04
H -3.293709 1.990032 0.413097 0.03 -0.04 -0.02
H 1.537135 -1.881599 -4.098085 0.05 0.01 0.00
H -2.372148 3.593569 -3.100494 0.04 -0.02 -0.06
H 0.617919 1.491597 -5.314396 -0.02 0.02 0.00
H 4.549760 0.081979 2.583881 -0.04 -0.02 -0.02
H 0.112877 2.857685 -7.308700 -0.02 0.01 0.03
H 0.980655 1.054515 7.336765 0.00 -0.02 -0.02